[1]
The following is a DFT calculation (wB97M-V/def2-TZVPD) of 14 unconnected molecules or ions with the total composition C36H57N14O8PS.

Last column: Mulliken charge in e.
CARTESIAN COORDINATES (ANGSTROEM)
C1 3.350 -3.135 0.282  -1.17
S1 2.009 -1.837 0.483  1.57
O1 2.135 -1.418 1.898  -0.72
O2 0.732 -2.603 0.423  -0.56
C2 2.184 -0.402 -0.645  1.21
C3 1.267 -0.112 -1.895  -0.86
C4 -0.005 -1.001 -2.154  0.88
C5 -1.360 -0.355 -1.582  -0.59
C6 -1.859 -1.033 -0.261  -0.94
O3 -2.386 -2.388 -0.466  0.12
C7 -2.530 -2.954 0.796  -0.06
O4 -3.179 -3.969 0.971  -0.56
C8 3.626 -0.616 -1.347  -1.55
N1 4.733 -0.352 -0.374  -0.27
C9 4.157 0.555 0.592  0.45
O5 4.785 0.890 1.563  -0.54
C10 2.645 0.915 0.168  -1.00
P1 1.511 1.720 1.388  0.60
O6 2.143 1.614 2.741  -0.73
O7 -0.031 1.131 1.475  -0.47
O8 1.409 3.366 1.064  -0.53
H1 3.623 -3.316 -0.790  0.31
H2 4.210 -2.870 0.949  0.35
H3 2.912 -4.098 0.677  0.36
H4 1.880 -0.142 -2.848  -0.16
H5 0.918 0.980 -1.830  0.29
H6 0.086 -2.091 -1.919  -1.04
H7 -0.164 -0.970 -3.280  0.58
H8 -1.254 0.759 -1.509  0.67
H9 -2.166 -0.536 -2.360  0.19
H10 -2.749 -0.420 0.105  0.24
H11 -1.118 -1.018 0.582  0.57
H12 -2.017 -2.529 1.717  0.43
H13 3.725 -1.507 -2.027  0.46
H14 3.819 0.231 -2.080  0.56
H15 5.224 -1.173 -0.024  0.34
H16 2.757 1.673 -0.661  0.77
H17 -0.546 1.240 0.650  0.30
H18 0.606 3.652 1.555  0.31
C11 -0.361 1.669 -5.730  -1.03
C12 -0.310 1.841 -4.257  0.53
N2 -0.264 1.979 -3.112  -0.47
H19 0.607 1.340 -6.099  0.25
H20 -1.113 0.925 -5.994  0.29
H21 -0.618 2.619 -6.200  0.36
C13 1.905 7.007 2.123  -0.66
C14 0.861 6.792 1.090  0.12
N3 0.055 6.591 0.287  -0.51
H22 1.633 7.836 2.771  0.36
H23 2.010 6.106 2.724  0.30
H24 2.857 7.228 1.644  0.43
C15 0.886 6.933 5.975  -0.11
C16 -0.184 6.754 4.962  0.33
N4 -1.016 6.614 4.174  -0.44
H25 0.630 7.757 6.643  0.31
H26 0.997 6.023 6.561  0.28
H27 1.829 7.154 5.483  -0.29
C17 -0.966 -5.059 3.484  -0.33
C18 -0.188 -6.170 4.087  0.14
N5 0.416 -7.034 4.556  -0.39
H28 -2.024 -5.178 3.715  0.32
H29 -0.619 -4.105 3.882  0.28
H30 -0.836 -5.061 2.402  0.00
C19 0.573 -5.093 -1.841  -0.30
C20 1.778 -4.807 -2.667  0.48
N6 2.713 -4.582 -3.306  -0.55
H31 0.856 -5.213 -0.796  0.17
H32 -0.137 -4.270 -1.924  -0.19
H33 0.094 -6.010 -2.186  0.49
C21 -0.446 8.096 -3.037  -0.56
C22 -0.105 7.840 -4.459  0.27
N7 0.160 7.641 -5.565  -0.38
H34 -1.484 7.824 -2.850  0.25
H35 0.199 7.503 -2.388  0.14
H36 -0.307 9.152 -2.807  0.27
C23 3.429 -2.183 -6.496  -0.88
C24 2.506 -1.201 -5.870  0.39
N8 1.795 -0.431 -5.384  -0.36
H37 2.984 -2.591 -7.403  0.30
H38 4.370 -1.694 -6.748  0.35
H39 3.627 -2.999 -5.800  0.21
C25 -1.796 -5.183 -5.060  -0.57
C26 -0.594 -4.897 -5.881  0.34
N9 0.346 -4.670 -6.508  -0.39
H40 -1.512 -5.302 -4.015  0.08
H41 -2.505 -4.359 -5.143  0.22
H42 -2.274 -6.099 -5.406  0.33
C27 -5.511 -6.437 1.876  0.15
C28 -6.008 -6.942 0.572  0.34
N10 -6.397 -7.335 -0.442  -0.44
H43 -4.890 -5.553 1.719  -0.03
H44 -6.353 -6.172 2.517  -0.16
H45 -4.916 -7.206 2.370  0.26
C29 -10.073 -5.329 2.972  -0.72
C30 -8.754 -5.531 3.620  0.32
N11 -7.728 -5.690 4.123  -0.45
H46 -10.735 -6.160 3.214  0.26
H47 -10.521 -4.401 3.327  0.27
H48 -9.950 -5.274 1.891  0.27
C31 5.509 7.818 5.949  -0.96
C32 4.440 7.637 4.937  0.41
N12 3.613 7.500 4.146  -0.40
H49 5.254 8.644 6.613  0.28
H50 5.618 6.909 6.538  0.30
H51 6.455 8.039 5.453  0.33
C33 -5.848 -1.767 -3.219  -1.01
C34 -4.672 -2.168 -2.402  0.57
N13 -3.754 -2.482 -1.757  -0.45
H52 -5.990 -2.474 -4.035  0.28
H53 -6.744 -1.756 -2.598  0.28
H54 -5.691 -0.771 -3.633  0.30
C35 4.785 3.682 5.285  -0.87
C36 4.024 4.728 6.015  0.50
N14 3.433 5.543 6.579  -0.52
H55 4.263 2.728 5.355  0.30
H56 4.879 3.959 4.234  0.25
H57 5.780 3.578 5.717  0.34

Computed properties:
Orbital gap ... 0.34252 Eh
E_tot ... -3513.7781 Ha

=====

[2]
The following is a DFT calculation (wB97M-V/def2-TZVPD) of a molecular structure, C36H58CuN5O2SbSi3.

Last column: Mulliken spin population.
CARTESIAN COORDINATES (ANGSTROEM)
Cu1 2.388 -0.685 1.623  0.74
C1 1.564 -3.794 4.434  0.00
O1 0.476 -2.878 4.421  0.01
C2 0.878 -1.800 3.619  0.01
N1 2.053 -1.902 3.101  -0.03
C3 2.611 -3.220 3.462  0.00
C4 4.014 -3.264 4.034  0.00
C5 4.466 -2.374 5.046  0.00
C6 5.669 -2.537 5.660  0.00
C7 6.563 -3.494 5.200  0.00
C8 6.158 -4.386 4.185  0.00
C9 4.827 -4.321 3.628  0.00
C10 -0.037 -0.653 3.471  0.02
C11 -1.272 -0.748 4.172  0.00
C12 -2.186 0.304 4.019  0.00
C13 -1.776 1.465 3.395  0.00
C14 -0.504 1.503 2.721  0.01
N2 0.257 0.331 2.617  0.00
C15 -0.050 2.767 2.072  0.00
N3 1.030 2.934 1.361  0.00
C16 1.120 4.409 1.133  0.00
C17 -0.209 4.999 1.704  0.00
O2 -0.981 3.758 2.222  0.00
C18 1.303 4.734 -0.309  0.00
C19 0.985 6.012 -0.797  0.00
C20 0.954 6.250 -2.186  0.00
C21 1.183 5.233 -3.077  0.00
C22 1.635 3.963 -2.582  0.00
C23 1.745 3.776 -1.222  0.00
H1 1.995 -3.986 5.452  0.00
H2 1.177 -4.763 4.107  0.00
H3 2.684 -3.863 2.557  -0.01
H4 3.921 -1.434 5.214  0.00
H5 5.907 -1.979 6.588  0.00
H6 7.572 -3.510 5.698  0.00
H7 6.861 -5.151 3.819  0.00
H8 4.518 -4.998 2.814  0.00
H9 -1.507 -1.644 4.747  0.00
H10 -3.189 0.131 4.397  0.00
H11 -2.432 2.336 3.302  0.00
H12 1.990 4.856 1.669  0.00
H13 -0.085 5.610 2.574  0.00
H14 -0.816 5.432 0.888  0.00
H15 0.726 6.811 -0.069  0.00
H16 0.759 7.289 -2.533  0.00
H17 0.957 5.372 -4.169  0.00
H18 1.775 3.147 -3.275  0.00
H19 2.174 2.875 -0.765  0.00
N4 1.883 -0.757 -0.282  0.10
C24 2.887 -1.061 -1.301  0.00
C25 4.149 -0.269 -1.201  0.00
C26 5.172 -0.445 -0.085  0.00
C27 5.100 0.716 0.945  0.00
N5 3.839 0.827 1.780  0.11
H20 1.020 -1.386 -0.338  0.00
H21 1.459 0.210 -0.358  0.00
H22 2.339 -0.940 -2.242  0.01
H23 3.171 -2.145 -1.278  0.00
H24 3.967 0.806 -1.253  0.00
H25 4.676 -0.367 -2.206  0.00
H26 6.145 -0.336 -0.525  0.00
H27 5.171 -1.481 0.364  0.00
H28 5.332 1.653 0.450  0.00
H29 5.975 0.466 1.653  0.00
H30 3.404 1.718 1.604  -0.01
H31 4.093 0.783 2.753  0.00
C28 -4.919 -2.847 -2.040  0.00
Si1 -3.098 -2.606 -1.551  0.00
C29 -2.027 -3.979 -2.327  0.00
C30 -2.921 -2.832 0.314  0.00
Sb1 -2.644 0.032 -2.151  0.01
Si2 -4.977 0.980 -1.592  0.00
C31 -5.780 -0.153 -0.274  0.00
C32 -6.166 1.204 -3.023  0.00
C33 -4.466 2.642 -0.852  0.00
Si3 -2.533 -0.063 -4.868  0.00
C34 -0.743 -0.314 -5.341  0.00
C35 -3.283 1.603 -5.310  0.00
C36 -3.544 -1.576 -5.497  0.00
H32 -5.510 -3.068 -1.174  0.00
H33 -4.999 -3.668 -2.777  0.00
H34 -5.252 -1.922 -2.586  0.00
H35 -2.649 -4.871 -2.361  0.00
H36 -1.195 -4.235 -1.665  0.00
H37 -1.776 -3.866 -3.391  0.00
H38 -2.459 -3.872 0.361  0.00
H39 -3.888 -2.732 0.759  0.00
H40 -2.237 -2.072 0.685  0.00
H41 -5.270 -1.087 -0.154  0.00
H42 -6.814 -0.230 -0.596  0.00
H43 -5.832 0.442 0.684  0.00
H44 -6.146 0.374 -3.716  0.00
H45 -5.961 2.204 -3.468  0.00
H46 -7.215 1.264 -2.679  0.00
H47 -5.190 3.446 -0.734  0.00
H48 -3.698 3.090 -1.494  0.00
H49 -3.958 2.498 0.083  0.00
H50 -0.200 0.654 -5.085  0.00
H51 -0.629 -0.454 -6.437  0.00
H52 -0.171 -1.168 -4.948  0.00
H53 -2.806 2.441 -4.803  0.00
H54 -4.376 1.802 -5.124  0.00
H55 -3.155 1.762 -6.452  0.00
H56 -3.015 -2.503 -5.244  0.00
H57 -3.513 -1.510 -6.601  0.00
H58 -4.618 -1.714 -5.192  0.00

Computed properties:
Net charge ... +2
2S+1 ... 2
Orbital gap (alpha / beta) ... 0.18212 / 0.09418 Eh
E_tot ... -4579.5231 Ha

=====

[3]
The following is a DFT calculation (wB97M-V/def2-TZVPD) of 10 unconnected molecules or ions with the total composition C36H60BCl20F5NO6S.

Last column: Mulliken charge in e.
CARTESIAN COORDINATES (ANGSTROEM)
C1 6.433 1.195 4.361  0.17
O1 7.254 -0.019 4.176  -0.43
C2 6.557 -1.035 3.368  -0.22
C3 7.175 -1.151 1.853  -0.44
C4 6.242 -2.171 0.965  -0.16
C5 5.173 -1.329 0.030  -0.73
C6 3.901 -0.756 0.913  -0.42
C7 4.089 0.818 1.399  0.16
C8 3.254 1.787 0.359  -0.65
C9 2.012 2.614 1.049  -0.39
C10 0.904 2.888 -0.175  -0.73
C11 -0.653 2.786 0.321  -0.12
B1 -1.243 1.288 0.590  0.98
C12 -0.273 0.129 -0.010  1.27
C13 -0.223 -0.072 -1.618  -0.16
C14 -0.896 1.045 -2.571  0.07
Cl1 -0.718 0.418 -4.346  -0.19
O2 -2.617 0.911 0.097  -0.32
C15 -3.464 0.325 1.196  0.50
C16 -4.999 0.389 0.546  -1.05
C17 -5.238 -0.659 -0.696  0.46
C18 -6.296 -1.892 -0.296  -0.89
C19 -6.163 -3.199 -1.292  0.80
F1 -6.631 -2.772 -2.659  -0.33
F2 -4.766 -3.690 -1.287  -0.28
C20 -7.120 -4.471 -0.869  0.52
F3 -6.277 -5.721 -0.851  -0.24
F4 -7.695 -4.335 0.520  -0.25
F5 -8.243 -4.700 -1.815  -0.24
C21 -3.272 -1.269 1.408  -0.04
C22 -2.207 -1.784 2.523  -0.53
C23 -2.824 -3.008 3.483  0.39
O3 -3.780 -3.857 3.097  -0.56
O4 -2.244 -3.211 4.825  -0.50
C24 -3.028 1.435 2.314  0.39
C25 -3.646 1.522 3.794  -0.69
C26 -3.962 0.128 4.591  0.45
O5 -3.078 -0.365 5.489  -0.52
Cl2 -5.554 -0.841 4.375  -0.16
N1 -3.590 2.719 1.664  -0.41
C27 -3.187 3.842 2.324  0.13
S1 -2.686 5.273 3.152  -0.20
O6 -1.549 1.334 2.068  -0.61
H1 5.297 0.945 4.511  0.21
H2 6.787 1.806 5.317  -0.32
H3 6.573 1.911 3.434  0.19
H4 5.399 -0.889 3.280  0.09
H5 6.738 -2.079 3.908  0.23
H6 8.271 -1.564 1.922  0.26
H7 7.208 -0.087 1.358  0.20
H8 6.941 -2.858 0.309  -0.14
H9 5.676 -2.899 1.708  0.41
H10 4.742 -2.121 -0.752  0.22
H11 5.704 -0.504 -0.615  0.32
H12 3.777 -1.449 1.869  0.34
H13 2.938 -0.935 0.260  0.12
H14 3.783 1.000 2.520  0.11
H15 5.242 1.065 1.216  -0.06
H16 2.930 1.092 -0.543  0.17
H17 3.963 2.616 -0.127  0.34
H18 1.514 1.896 1.855  0.09
H19 2.386 3.619 1.548  0.32
H20 1.082 4.031 -0.472  0.33
H21 1.187 2.265 -1.118  0.21
H22 -0.652 3.360 1.369  -0.09
H23 -1.342 3.452 -0.383  0.03
H24 0.859 0.169 0.370  -0.92
H25 -0.666 -0.914 0.419  -0.78
H26 -0.702 -1.127 -1.906  -0.22
H27 0.923 -0.173 -1.938  0.25
H28 -2.067 1.204 -2.436  0.02
H29 -0.417 2.109 -2.576  0.27
H30 -5.736 0.127 1.423  0.31
H31 -5.299 1.446 0.149  0.47
H32 -5.810 -0.061 -1.557  -0.42
H33 -4.252 -1.056 -1.201  0.05
H34 -7.378 -1.437 -0.511  0.44
H35 -6.282 -2.154 0.845  0.37
H36 -2.897 -1.720 0.367  0.14
H37 -4.336 -1.712 1.720  -0.27
H38 -1.255 -2.285 2.005  0.42
H39 -1.783 -0.975 3.251  0.30
H40 -1.467 -2.587 4.951  0.38
H41 -2.871 2.116 4.483  0.44
H42 -4.662 2.143 3.903  0.38
C28 -6.392 1.170 -4.403  -0.07
Cl3 -4.697 1.553 -4.079  -0.08
Cl4 -7.424 2.581 -4.143  -0.18
H43 -6.491 0.843 -5.441  0.33
H44 -6.710 0.369 -3.731  0.01
C29 -2.881 -4.013 -3.983  -0.27
Cl5 -1.853 -5.084 -4.942  -0.20
Cl6 -2.044 -2.503 -3.600  -0.04
H45 -3.785 -3.784 -4.553  0.31
H46 -3.150 -4.517 -3.052  0.15
C30 1.319 -0.207 -7.425  -0.10
Cl7 2.347 -1.279 -8.384  -0.21
Cl8 2.156 1.302 -7.042  -0.13
H47 0.415 0.022 -7.995  0.22
H48 1.050 -0.712 -6.494  0.19
C31 6.926 4.032 7.392  -0.27
Cl9 6.429 2.524 8.168  -0.17
Cl10 6.503 4.034 5.675  -0.13
H49 6.422 4.868 7.883  0.22
H50 8.008 4.144 7.491  0.33
C32 -6.049 7.208 1.940  -0.32
Cl11 -6.378 5.912 3.097  -0.12
Cl12 -5.637 6.552 0.351  -0.12
H51 -6.939 7.835 1.846  0.32
H52 -5.212 7.807 2.305  0.24
C33 7.280 7.733 5.547  -0.26
Cl13 6.363 7.095 6.918  -0.14
Cl14 6.549 7.247 4.012  -0.13
H53 7.293 8.824 5.605  0.31
H54 8.301 7.348 5.592  0.22
C34 -2.749 -8.419 -6.251  0.00
Cl15 -3.078 -9.714 -5.094  -0.16
Cl16 -2.337 -9.075 -7.840  -0.17
H55 -3.639 -7.791 -6.344  0.26
H56 -1.912 -7.819 -5.885  0.07
C35 6.246 -5.978 -0.220  -0.29
Cl17 4.876 -4.890 0.038  -0.08
Cl18 7.772 -5.189 0.196  -0.15
H57 6.120 -6.863 0.408  0.29
H58 6.273 -6.273 -1.272  0.28
C36 1.129 1.012 -10.970  0.26
Cl19 2.544 1.815 -11.662  -0.17
Cl20 0.094 2.167 -10.121  -0.15
H59 0.556 0.544 -11.774  0.29
H60 1.464 0.249 -10.263  -0.23

Computed properties:
Net charge ... -1
Orbital gap ... 0.26441 Eh
E_tot ... -12039.6701 Ha

=====

[4]
The following is a DFT calculation (wB97M-V/def2-TZVPD) of 5 unconnected molecules or ions with the total composition C36H60IN4O4P.

Last column: Mulliken charge in e.
CARTESIAN COORDINATES (ANGSTROEM)
C1 1.835 2.649 -2.050  -1.05
C2 1.788 1.291 -1.196  -0.32
C3 1.078 0.062 -1.960  0.47
C4 0.664 -1.010 -0.832  -1.22
C5 -0.115 0.521 -2.893  -0.08
C6 -0.252 0.152 -4.254  -0.01
P1 0.958 -0.995 -5.136  0.00
O1 0.308 -1.515 -6.633  -0.46
I1 0.904 -3.073 -3.746  0.02
C7 -1.493 0.753 -5.036  0.25
O2 -1.967 0.239 -6.086  -0.63
C8 -2.281 2.049 -4.518  -0.29
C9 -2.165 2.384 -3.158  0.09
C10 -2.878 3.578 -2.402  -0.37
C11 -4.016 4.337 -3.217  -0.85
C12 -5.188 3.427 -3.810  -0.93
C13 -5.442 2.044 -3.066  -0.30
C14 -5.705 2.146 -1.488  -0.86
C15 -4.902 0.899 -0.819  0.32
C16 -5.728 -0.474 -1.032  -0.56
C17 -4.802 -1.768 -1.119  -0.85
C18 -3.806 -1.969 0.119  0.40
O3 -4.312 -1.343 1.322  -0.40
C19 -3.191 -0.745 2.036  -0.37
C20 -1.220 1.453 -2.254  0.56
O4 -1.381 1.450 -1.005  -0.66
H1 2.758 3.286 -1.872  0.35
H2 0.940 3.291 -1.709  0.15
H3 1.708 2.505 -3.171  0.29
H4 2.867 1.026 -0.928  0.57
H5 1.244 1.521 -0.225  -0.25
H6 1.909 -0.431 -2.581  0.65
H7 0.511 -0.480 0.158  0.25
H8 1.568 -1.713 -0.714  0.27
H9 -0.230 -1.634 -1.146  0.15
H10 -0.586 -1.890 -6.430  0.34
H11 -2.923 2.686 -5.196  0.37
H12 -2.054 4.356 -2.186  0.48
H13 -3.239 3.250 -1.361  0.12
H14 -3.581 5.004 -4.047  0.29
H15 -4.510 5.077 -2.484  0.37
H16 -4.956 3.266 -4.927  0.32
H17 -6.174 4.019 -3.801  0.37
H18 -6.404 1.602 -3.523  0.45
H19 -4.630 1.268 -3.307  0.15
H20 -5.363 3.146 -1.036  0.34
H21 -6.804 1.957 -1.265  0.41
H22 -3.899 0.724 -1.359  -0.51
H23 -4.644 1.109 0.266  0.40
H24 -6.469 -0.529 -0.166  0.29
H25 -6.255 -0.387 -2.052  0.26
H26 -5.495 -2.689 -1.142  0.36
H27 -4.196 -1.841 -2.096  0.27
H28 -3.722 -3.093 0.351  0.11
H29 -2.782 -1.571 -0.180  -0.19
H30 -2.613 -0.011 1.371  0.05
H31 -2.535 -1.620 2.385  0.26
H32 -3.582 -0.158 2.943  0.24
C21 2.089 3.775 1.962  -0.88
C22 2.627 3.367 3.329  -0.21
C23 3.797 2.385 3.242  -0.35
C24 3.360 1.127 2.551  0.25
N1 3.016 0.143 2.011  -0.46
H33 1.689 2.918 1.414  0.02
H34 1.276 4.497 2.074  0.39
H35 2.873 4.237 1.355  0.34
H36 1.813 2.923 3.911  0.31
H37 2.953 4.263 3.865  0.09
H38 4.154 2.134 4.244  0.24
H39 4.629 2.827 2.688  0.31
C25 -1.503 -6.466 0.427  -1.22
C26 -0.362 -5.979 -0.461  -0.37
C27 0.671 -5.145 0.301  0.45
C28 0.017 -3.928 0.881  -0.20
N2 -0.498 -2.974 1.330  -0.38
H40 -2.073 -5.632 0.843  0.25
H41 -2.198 -7.078 -0.151  0.37
H42 -1.123 -7.071 1.255  0.33
H43 -0.779 -5.390 -1.284  0.26
H44 0.137 -6.845 -0.906  0.33
H45 1.471 -4.833 -0.373  -0.22
H46 1.117 -5.732 1.109  0.35
C29 6.017 -6.807 -0.206  -1.19
C30 5.006 -6.426 -1.283  -0.66
C31 3.576 -6.325 -0.748  -0.13
C32 3.143 -7.647 -0.190  0.32
N3 2.805 -8.683 0.246  -0.53
H47 5.807 -7.795 0.212  0.37
H48 7.025 -6.839 -0.625  0.35
H49 6.011 -6.080 0.612  0.31
H50 5.049 -7.167 -2.087  0.32
H51 5.294 -5.464 -1.716  0.36
H52 2.894 -6.037 -1.553  0.28
H53 3.513 -5.567 0.037  0.32
C33 4.808 4.149 7.495  -1.09
C34 4.635 5.559 8.049  -0.44
C35 3.651 6.402 7.235  -0.36
C36 4.142 6.543 5.826  0.22
N4 4.535 6.661 4.717  -0.47
H54 5.226 4.162 6.484  0.29
H55 5.495 3.576 8.122  0.37
H56 3.852 3.619 7.465  0.30
H57 5.611 6.052 8.076  0.29
H58 4.280 5.494 9.082  0.31
H59 3.550 7.396 7.678  0.30
H60 2.662 5.935 7.224  0.29

Computed properties:
Orbital gap ... 0.27804 Eh
E_tot ... -2566.5701 Ha
SMILES ... CC[C@@H](C)C1=C(P(O)I)C(=O)C=C(CCCCCCCCCOC)C1=O.CCCC#N.CCCC#N.CCCC#N.CCCC#N